No. 1
Formula: C11H15NO
Source: the Open Molecules 2025 dataset
Level of theory: ωB97M-V/def2-TZVPD

Bonds (Å) are listed after each position.
Atoms and positions in Å:
1 H 1.11 -0.28 3.05  C8 1.095
2 O 0.83 -3.03 3.05  C14 1.451, H26 0.972
3 H -0.05 0.00 1.80  C8 1.081
4 H 2.98 -0.45 -0.31  C15 1.079
5 C -2.29 -1.35 -0.97  H6 1.089, H11 1.087, H16 1.084, C22 1.506
6 H -1.95 -2.02 -1.76  C5 1.089
7 C -2.25 1.22 -1.15  H21 1.079, C22 1.373, N25 1.373
8 C 0.26 -0.74 2.52  H1 1.095, H3 1.081, H10 1.096, C14 1.487
9 H -0.37 -2.55 1.51  C14 1.081
10 H -0.54 -0.71 3.26  C8 1.096
11 H -3.37 -1.30 -1.07  C5 1.087
12 H 3.12 2.04 -0.23  C18 1.075
13 H 1.15 3.41 -0.91  C23 1.081
14 C 0.50 -2.10 1.98  O2 1.451, C8 1.487, H9 1.081, H19 1.088
15 C 2.11 0.14 -0.55  H4 1.079, C18 1.401, C24 1.379
16 H -1.94 -1.78 -0.04  C5 1.084
17 H 0.95 -1.54 -1.10  C24 1.076
18 C 2.22 1.54 -0.52  H12 1.075, C15 1.401, C23 1.382
19 H 1.35 -2.20 1.30  C14 1.088
20 H -1.53 3.22 -1.18  N25 1.005
21 H -3.29 1.37 -1.42  C7 1.079
22 C -1.63 -0.01 -1.17  C5 1.506, C7 1.373, C27 1.435
23 C 1.13 2.33 -0.82  H13 1.081, C18 1.382, C28 1.402
24 C 0.93 -0.49 -0.89  C15 1.379, H17 1.076, C27 1.413
25 N -1.33 2.23 -1.16  C7 1.373, H20 1.005, C28 1.362
26 H 0.05 -3.08 3.63  O2 0.972
27 C -0.23 0.28 -1.13  C22 1.435, C24 1.413, C28 1.407
28 C -0.08 1.68 -1.08  C23 1.402, N25 1.362, C27 1.407

Computed properties:
E_tot = -558.1313 a.u.
SMILES string = Cc1c[nH]c2ccccc12.CCO
energy above the lowest of the compared OMol25 structures with the same formula, charge and spin = 0.396 eV



No. 2
Formula: C16H29N6O7S
Source: the Open Molecules 2025 dataset
Level of theory: ωB97M-V/def2-TZVPD

Bonds (Å) are listed after each position.
Atoms and positions in Å:
1 H 0.90 4.34 -3.46  C27 1.171
2 C -1.92 -2.66 6.55  H20 1.095, O39 1.426, H44 1.095, H59 1.094
3 H -1.91 1.03 -8.14  C5 1.172
4 H -2.87 0.11 -6.71  C5 1.193
5 C -1.81 0.34 -7.20  H3 1.172, H4 1.193, N9 1.543, C45 1.670
6 H -1.71 -1.84 -8.14  C45 1.190
7 H 1.41 -3.28 3.01  C13 1.095
8 C 2.30 -0.89 2.20  O22 1.355, O25 1.356, O47 1.223
9 N -1.00 1.00 -6.06  C5 1.543, N33 1.398, C41 1.520
10 H -6.14 -4.17 5.11  C17 1.094
11 C 3.96 0.62 1.45  O25 1.432, H31 1.097, H46 1.097, C49 1.519
12 C 3.27 5.81 -0.86  S21 1.874, O24 1.489, N50 1.521
13 C 0.69 -2.49 2.73  H7 1.095, O22 1.426, H54 1.094, H56 1.095
14 H 0.02 -0.95 -8.02  C45 1.183
15 H 2.12 8.18 1.27  C42 1.177
16 H 0.49 4.80 -1.68  C27 1.194
17 C -6.02 -4.70 4.16  H10 1.094, C34 1.519, H35 1.094, H36 1.095
18 N 4.30 7.31 0.54  C42 1.515, N50 1.386
19 H 2.01 1.94 -2.23  C23 1.193
20 H -2.69 -1.91 6.76  C2 1.095
21 S 3.02 4.47 -2.14  C12 1.874, C27 1.910
22 O 1.27 -1.65 1.74  C8 1.355, C13 1.426
23 C 0.99 2.49 -1.96  H19 1.193, C27 1.639, H48 1.191, N55 1.513
24 O 2.10 6.48 -0.23  C12 1.489, C42 1.477
25 O 2.83 -0.22 1.15  C8 1.356, C11 1.432
26 C -3.32 -4.15 5.45  O28 1.356, O32 1.223, O39 1.355
27 C 1.16 4.07 -2.35  H1 1.171, H16 1.194, S21 1.910, C23 1.639
28 O -3.58 -4.68 4.22  C26 1.356, C34 1.432
29 C -0.14 1.69 -4.06  N30 1.514, N33 1.515, N55 1.376
30 N 0.78 2.29 -5.12  C29 1.514, C41 1.537
31 H 3.74 1.26 2.31  C11 1.097
32 O -3.98 -4.34 6.47  C26 1.223
33 N -1.26 0.90 -4.69  N9 1.398, C29 1.515, H38 1.044
34 C -4.74 -5.52 4.14  C17 1.519, O28 1.432, H37 1.097, H53 1.097
35 H -6.89 -5.35 4.01  C17 1.094
36 H -6.00 -3.94 3.37  C17 1.095
37 H -4.67 -6.05 3.18  C34 1.097
38 H -2.02 0.40 -4.18  N33 1.044
39 O -2.23 -3.36 5.35  C2 1.426, C26 1.355
40 H 0.58 2.06 -7.56  C41 1.170
41 C 0.20 1.85 -6.47  N9 1.520, N30 1.537, H40 1.170
42 C 2.79 7.45 0.64  H15 1.177, N18 1.515, O24 1.477
43 H 5.39 -0.87 0.80  C49 1.095
44 H -1.81 -3.35 7.40  C2 1.095
45 C -1.03 -1.10 -7.51  C5 1.670, H6 1.190, H14 1.183, H57 1.192
46 H 4.10 1.27 0.58  C11 1.097
47 O 2.69 -0.84 3.36  C8 1.223
48 H 0.91 2.42 -0.77  C23 1.191
49 C 5.21 -0.22 1.66  C11 1.519, H43 1.095, H51 1.094, H58 1.094
50 N 4.62 6.31 -0.36  C12 1.521, N18 1.386
51 H 6.08 0.43 1.81  C49 1.094
52 H -0.88 1.24 -2.17  N55 1.064
53 H -4.72 -6.28 4.93  C34 1.097
54 H -0.19 -2.97 2.30  C13 1.094
55 N -0.11 1.76 -2.69  C23 1.513, C29 1.376, H52 1.064
56 H 0.38 -1.92 3.61  C13 1.095
57 H -0.83 -1.62 -6.45  C45 1.192
58 H 5.11 -0.87 2.54  C49 1.094
59 H -0.96 -2.15 6.41  C2 1.094

Computed properties:
E_tot = -1879.8846 a.u.
charge = +1



No. 3
Formula: C13H32ClO15
Source: the Open Molecules 2025 dataset
Level of theory: ωB97M-V/def2-TZVPD

Bonds (Å) are listed after each position.
Atoms and positions in Å:
1 H 0.82 1.47 -1.47  C54 1.087
2 C -3.03 -1.67 -3.09  C4 1.531, C16 1.516, O22 1.442, H23 1.092
3 O -0.78 -0.92 -0.26  Cl13 1.452
4 C -3.42 -0.89 -1.84  C2 1.531, H25 1.088, O35 1.439, H56 1.088
5 O 4.75 0.08 1.80  C9 1.432, H40 0.961
6 C 2.14 -4.45 2.17  O14 1.421, H29 1.094, H32 1.093, H50 1.089
7 H -2.81 0.99 2.02  C42 1.095
8 C 0.13 2.82 -3.05  C12 1.509, O17 1.421, H20 1.095, C54 1.542
9 C 3.77 -0.86 2.26  O5 1.432, H18 1.094, H48 1.087, H51 1.091
10 H -1.57 3.97 -3.77  C12 1.091
11 O -3.78 2.71 1.35  C42 1.416, H53 0.959
12 C -1.34 3.01 -3.30  C8 1.509, H10 1.091, H46 1.090, H58 1.094
13 Cl 0.22 -0.84 0.79  O3 1.452, O41 1.442, O43 1.446, O59 1.439
14 O 0.88 -5.03 2.47  C6 1.421, H37 0.964
15 H -3.51 0.86 0.42  C42 1.085
16 C -1.57 -2.09 -3.12  C2 1.516, H19 1.088, H24 1.093, H36 1.091
17 O 0.90 2.90 -4.24  C8 1.421, C33 1.359
18 H 2.87 -0.45 2.73  C9 1.094
19 H -1.31 -2.66 -4.00  C16 1.088
20 H 0.46 3.56 -2.31  C8 1.095
21 H 2.46 1.96 1.05  C27 1.088
22 O -3.29 -0.75 -4.17  C2 1.442, C45 1.344
23 H -3.60 -2.59 -3.27  C2 1.092
24 H -0.93 -1.21 -3.09  C16 1.093
25 H -2.56 -0.74 -1.18  C4 1.088
26 O 0.68 -0.16 5.11  C52 1.407, H57 0.964
27 C 2.25 2.47 1.99  H21 1.088, H28 1.088, H34 1.092, O39 1.440
28 H 1.17 2.59 2.05  C27 1.088
29 H 2.10 -3.92 1.21  C6 1.094
30 H -0.43 0.76 -2.47  C54 1.089
31 O 2.50 1.64 -5.21  C33 1.188
32 H 2.46 -3.72 2.92  C6 1.093
33 C 1.69 1.80 -4.35  O17 1.359, O31 1.188, O47 1.346
34 H 2.56 1.92 2.88  C27 1.092
35 O -3.90 0.37 -2.35  C4 1.439, C45 1.350
36 H -1.33 -2.66 -2.22  C16 1.091
37 H 0.23 -4.36 2.25  O14 0.964
38 H 1.36 -1.84 6.12  C52 1.092
39 O 2.86 3.78 2.06  C27 1.440, H61 0.960
40 H 4.47 0.39 0.94  O5 0.961
41 O 1.51 -0.63 0.17  Cl13 1.442
42 C -3.65 1.30 1.40  H7 1.095, O11 1.416, H15 1.085, H60 1.099
43 O -0.07 0.27 1.66  Cl13 1.446
44 H 2.49 -1.24 4.93  C52 1.096
45 C -3.79 0.40 -3.70  O22 1.344, O35 1.350, O55 1.189
46 H -1.94 2.93 -2.39  C12 1.090
47 O 1.40 0.89 -3.40  C33 1.346, C54 1.428
48 H 3.43 -1.47 1.42  C9 1.087
49 H 1.00 -2.09 4.44  C52 1.097
50 H 2.87 -5.25 2.07  C6 1.089
51 H 4.33 -1.41 3.02  C9 1.091
52 C 1.42 -1.36 5.14  O26 1.407, H38 1.092, H44 1.096, H49 1.097
53 H -4.18 3.00 2.17  O11 0.959
54 C 0.44 1.42 -2.48  H1 1.087, C8 1.542, H30 1.089, O47 1.428
55 O -4.10 1.35 -4.35  C45 1.189
56 H -4.25 -1.34 -1.29  C4 1.088
57 H 0.78 0.23 4.23  O26 0.964
58 H -1.70 2.25 -4.00  C12 1.094
59 O 0.22 -2.06 1.55  Cl13 1.439
60 H -4.54 0.85 1.85  C42 1.099
61 H 3.76 3.71 1.72  O39 0.960

Computed properties:
E_tot = -2103.1280 a.u.
energy above the lowest of the compared OMol25 structures with the same formula, charge and spin = 0.000 eV
charge = -1



Among the records above, which one has the lowest E_tot? C13H32ClO15